A cluster of 12 separate species, C42H87F12N15O24S12 in total, computed with ωB97M-V with the def2-TZVPD basis set.

Structure (XYZ):
```
192
Properties=species:S:1:pos:R:3:forces:R:3
C 4.2522 -2.7153 6.2083 -0.5721 0.7236 -0.3174
C 4.4123 -1.3025 6.8497 1.0382 -2.8188 -0.2947
N 3.9341 -0.2445 6.0342 -1.1357 5.1401 -1.1683
C 3.2569 -0.2078 4.8500 -0.3823 0.5823 -1.3205
C 3.1348 1.1205 4.4247 -0.6444 -1.5770 -0.9646
N 3.7132 1.9467 5.2939 1.1282 -3.5318 3.9487
C 4.1591 1.0893 6.3306 0.4790 0.5246 -1.3004
C 3.8313 3.3955 5.2434 0.3360 0.0678 -0.4121
H 3.2129 -2.8824 5.9254 -0.1118 -0.1609 0.2109
H 4.5621 -3.4968 6.9021 -0.0212 0.2173 0.0513
H 4.8082 -2.8337 5.2782 0.2555 0.1745 0.0208
H 5.4887 -1.1332 6.8778 -0.0132 0.0522 0.8961
H 3.9209 -1.3684 7.8204 0.2061 0.5987 -0.0111
H 2.9245 -1.0721 4.2942 -0.1716 -0.1214 0.1986
H 2.6380 1.5450 3.5648 0.2328 -0.3989 -0.1947
H 4.8477 1.3863 7.1077 -0.3205 0.1705 0.1149
H 4.7456 3.6263 4.6968 0.0207 0.1802 0.1229
H 3.8628 3.7883 6.2597 -0.1138 0.0548 -0.2386
H 3.0090 3.7812 4.6407 -0.0499 0.0834 0.2703
C 0.4915 -2.1569 -7.4713 -0.7521 0.7455 0.4669
C -0.6393 -3.1532 -7.7081 0.7432 -0.1122 -0.0793
N -1.0181 -3.8174 -6.4606 2.9731 -0.7668 1.6687
C -2.1909 -4.4182 -6.2572 -0.9436 -2.2358 2.8920
C -2.0953 -5.1398 -5.0348 1.0654 0.8051 -1.4671
N -0.7584 -5.0051 -4.5890 -1.2314 -0.0302 -1.5227
C -0.1283 -4.2071 -5.4606 -1.1131 -0.2699 -0.5164
C -0.0717 -5.8285 -3.5324 -0.8271 0.7312 -0.6502
H 0.7691 -1.6131 -8.3742 0.0367 -0.3911 -0.0575
H 1.3685 -2.5555 -6.9614 0.0421 -0.3341 -0.4058
H 0.1276 -1.3963 -6.7806 -0.1051 0.1272 0.0338
H -0.3024 -3.9282 -8.3966 -0.1411 -0.0615 -0.1050
H -1.5623 -2.7232 -8.0969 0.2419 0.2723 -0.0497
H -2.9762 -4.4415 -6.9983 -0.1492 0.4072 0.3479
H -2.7893 -5.7516 -4.4776 -0.0892 0.2237 -0.2713
H 0.9362 -4.0498 -5.3685 -0.2430 0.5766 -0.2604
H -0.3079 -6.8860 -3.6511 -0.0803 0.1341 -0.4035
H -0.4744 -5.5259 -2.5658 0.5832 0.2461 0.0175
H 0.9937 -5.6757 -3.7046 -0.1143 0.0988 0.6065
C -1.5585 -0.7840 -3.9584 -1.1618 0.5884 -1.1631
C -1.9598 0.2065 -2.8738 -2.1826 -2.2470 0.5483
N -0.8910 0.6748 -2.1046 1.6818 -0.0389 0.9960
C -0.2152 1.7966 -2.3826 3.2813 1.5995 1.9922
C 0.8594 1.8949 -1.4486 -3.1927 -1.5959 -1.2366
N 0.6877 0.7447 -0.6179 1.1762 2.6642 -1.3347
C -0.2958 0.0042 -1.1049 -0.4863 0.2728 0.5514
C 1.5425 0.5403 0.5341 -0.3324 -0.9056 1.0063
H -2.3688 -0.7577 -4.6870 -0.0917 -0.0089 -0.2453
H -1.5937 -1.8191 -3.6187 0.6603 0.1712 0.2635
H -0.6570 -0.5030 -4.5028 0.1877 -0.1842 0.3573
H -2.5442 -0.3848 -2.1688 -0.1736 -0.3152 0.1381
H -2.7014 0.9872 -3.0434 0.7091 0.4298 -0.9634
H -0.4550 2.4672 -3.1946 -0.2168 -0.1151 0.1477
H 1.6657 2.6111 -1.3899 -0.1285 -0.1363 0.3836
H -0.5959 -0.9669 -0.7398 -0.0422 0.0557 0.0789
H 1.3266 1.1522 1.4100 -0.7048 0.7574 -0.4874
H 2.5887 0.7786 0.3421 -0.2267 -0.7115 -0.5354
H 1.3135 -0.4472 0.9347 0.7363 -0.4181 -0.4193
C 4.5087 -1.8275 1.3797 1.3751 -0.6751 0.3047
C 5.7932 -1.4428 2.2284 -0.9324 -0.6426 0.8505
C 6.7823 -2.6100 2.5555 -0.3141 0.6160 -1.1797
N 8.1592 -2.2576 3.2410 0.5542 -1.1565 1.5491
C 8.1012 -1.0602 4.2146 -0.3627 -0.8755 -0.8727
C 8.6583 -3.5278 4.0147 0.2730 -0.7032 -0.1691
C 9.3056 -4.4537 2.9229 -1.0054 0.1409 1.4184
C 9.6263 -3.5244 1.7886 0.3181 -0.4185 -0.2552
C 9.3324 -2.1117 2.2846 -0.9437 -0.3233 -1.1209
H 4.7903 -1.9577 0.3348 -0.2615 0.4376 -0.1143
H 3.7141 -1.0971 1.5319 0.3642 0.1568 -0.2939
H 4.0493 -2.7803 1.6426 0.2166 -0.0821 0.4184
H 5.3776 -1.2402 3.2155 0.0418 0.7221 0.1615
H 6.2073 -0.5216 1.8187 0.3455 -0.1878 0.0078
H 6.9807 -3.1761 1.6454 0.6221 0.1833 -0.0590
H 6.2277 -3.3319 3.1550 0.3760 0.2023 0.5601
H 9.0435 -0.8273 4.7105 0.3028 -0.6445 -0.3824
H 7.4054 -1.3672 4.9955 -0.3288 0.5168 -0.2271
H 7.8534 -0.1826 3.6175 -0.5454 -0.1110 0.3055
H 9.3299 -3.1889 4.8034 0.3143 0.1952 -0.3708
H 7.8916 -4.0895 4.5483 -0.5352 0.5571 -0.2534
H 10.1900 -5.0252 3.2043 -0.1988 0.2406 0.6583
H 8.5601 -5.1879 2.6176 0.0122 -0.0082 0.0835
H 10.6849 -3.7016 1.5989 -0.1520 0.6210 -0.7217
H 8.9949 -3.8919 0.9797 0.4254 0.8001 -0.5273
H 10.1894 -1.7199 2.8324 -0.2775 0.1975 0.0240
H 8.9979 -1.4633 1.4747 0.3241 0.2796 0.1341
C -2.6424 2.0421 9.1188 1.0453 1.3224 0.3682
C -2.3366 1.3023 7.8382 -1.9587 -0.1444 -1.3798
C -2.5530 2.1053 6.4727 0.4831 -0.4621 0.2855
N -1.8415 1.5237 5.2405 -1.6800 -2.5163 0.8250
C -2.2915 0.0182 5.0018 -1.1000 0.6608 -0.5918
C -0.3370 1.5020 5.3406 -2.1349 1.1607 -0.3299
C 0.0331 1.6834 3.8845 1.5856 -0.6914 -1.3379
C -1.1349 2.0594 2.9329 -1.8141 0.3827 1.7022
C -2.2485 2.3264 3.9722 0.5634 0.0077 0.9530
H -1.8923 2.8228 9.2458 -0.0497 0.1931 0.4422
H -2.6075 1.3799 9.9838 0.2191 -0.1191 -0.1605
H -3.6191 2.5223 9.1776 -0.0627 -0.0753 -0.4740
H -3.1721 0.6054 7.9047 0.3759 -0.8577 -0.8456
H -1.3970 0.7501 7.8541 0.0108 0.2168 0.0386
H -2.2457 3.1505 6.5083 0.4315 -0.0176 0.2704
H -3.5964 2.1703 6.1641 -0.1305 -0.3489 0.3497
H -3.3778 -0.0651 4.9662 -0.2094 0.7960 -0.1057
H -2.0907 -0.7607 5.7374 1.1140 0.7361 0.3787
H -1.9741 -0.3142 4.0135 0.4946 0.1767 0.1539
H -0.0079 0.6061 5.8671 0.0520 0.1065 -0.2676
H -0.1734 2.4085 5.9234 0.7388 -0.1011 0.0657
H 0.4294 0.7559 3.4712 0.4666 0.0256 0.2382
H 0.8088 2.4481 3.9225 -0.0203 -0.0177 -0.8100
H -1.5929 1.3141 2.2827 1.1322 -0.5019 -0.1673
H -0.9818 2.9712 2.3555 0.2910 -0.1397 0.0445
H -3.2719 2.0006 3.7867 0.1735 0.1313 -0.4208
H -2.2301 3.3892 4.2137 -0.1801 -0.0769 0.4634
C -5.4804 0.2687 -4.0026 -1.0382 -0.2880 1.4322
C -5.7855 1.4311 -3.1033 0.0011 1.8393 0.2110
C -7.1739 1.4328 -2.4157 0.5893 1.2605 0.2038
N -7.5354 2.8595 -1.8395 -1.0081 0.0885 2.1697
C -6.3582 3.4905 -1.0102 -0.7533 -0.8826 -2.7638
C -8.0606 3.8787 -2.8452 1.1918 0.7636 0.3739
C -9.5924 3.9694 -2.7838 0.1029 -1.2829 -0.7685
C -9.9782 2.8618 -1.7673 -0.6236 1.5243 -0.0153
C -8.7374 2.8157 -0.8680 -0.3289 -1.3996 -0.6503
H -6.4370 0.0044 -4.4534 0.4927 -0.4483 -0.6472
H -5.2178 -0.4872 -3.2624 0.3300 -0.7765 -0.9643
H -4.6951 0.5346 -4.7102 -0.2034 -0.4458 0.0525
H -5.6185 2.3198 -3.7119 -0.5436 0.5132 0.0965
H -4.9986 1.5127 -2.3535 -0.0845 0.0050 0.3243
H -7.1873 0.7735 -1.5478 -0.0198 -0.0190 -0.0167
H -7.9898 1.1477 -3.0799 0.0610 0.1424 -0.0767
H -5.9616 2.7020 -0.3705 -0.0723 0.4335 0.1859
H -6.7175 4.4274 -0.5847 0.0601 -0.4337 0.3415
H -5.6979 3.7394 -1.8409 0.7143 0.1619 0.5819
H -7.6682 4.8116 -2.4405 0.1936 0.1010 -0.4864
H -7.5363 3.6750 -3.7788 -0.4553 0.1325 -0.1461
H -9.9564 4.9669 -2.5377 0.3321 -0.0956 0.3219
H -10.0281 3.7395 -3.7561 0.0401 -0.0007 -0.0092
H -10.8637 3.2005 -1.2294 0.1580 -0.0069 0.4027
H -10.3659 2.0028 -2.3150 0.8973 -0.5420 0.3275
H -8.6964 3.6873 -0.2148 0.0249 0.2096 -0.4044
H -8.6737 1.9606 -0.1950 0.1670 -0.2194 -0.2712
N 2.8707 -3.4017 -2.1121 -1.0119 -2.5871 5.2673
S 1.6801 -3.3464 -0.9152 -2.3504 -1.9595 2.0385
O 0.3161 -3.0215 -1.3106 1.6935 -0.4704 -0.7585
O 1.9637 -2.7697 0.3746 1.3957 -0.3855 -1.1281
F 1.5982 -4.9302 -0.6295 0.5966 0.9637 -0.4815
S 2.5413 -2.0990 -2.7664 -1.4776 3.4143 -7.0878
O 2.6076 -0.8667 -2.0116 -0.0502 -1.2822 -0.6219
O 1.4378 -2.3643 -3.7221 1.3417 1.7331 1.3681
F 3.7729 -2.0763 -3.8136 -0.1236 0.3629 1.0384
N -5.3003 -3.8354 -6.5578 -0.9174 2.6573 -5.4165
S -5.9986 -2.3947 -7.2585 -2.6730 0.3597 -4.0454
O -5.7309 -1.0739 -6.7221 0.1726 -1.9271 0.2326
O -7.3415 -2.5998 -7.8251 2.6705 -0.1156 1.7053
F -5.0884 -2.4425 -8.5353 0.5903 -0.1602 -0.2411
S -5.5880 -3.4032 -5.1794 0.0129 -0.9989 9.9289
O -6.9915 -3.2471 -4.7757 2.1584 0.2815 -0.8781
O -4.5771 -2.5845 -4.5052 -1.3612 -0.2236 -1.0680
F -5.1577 -4.8373 -4.4991 -0.4979 0.0471 -0.2476
N 2.9801 2.2263 -6.4466 -1.4757 3.2404 4.0148
S 1.7839 2.1193 -5.1935 -2.6384 4.7639 7.4461
O 1.9501 1.1189 -4.1307 -0.1935 0.8998 -3.5999
O 0.4420 2.5977 -5.5551 3.4659 -1.5861 -0.2859
F 2.4353 3.3699 -4.3617 -0.6356 -0.9420 -1.6016
S 2.6457 0.8815 -6.9498 3.9270 -8.6614 -7.1547
O 1.4438 0.7331 -7.7198 0.4513 0.1834 1.4336
O 3.1447 -0.2698 -6.1422 -1.5168 2.6480 -1.3020
F 3.7993 0.9536 -8.1005 -1.1794 -0.4719 0.7888
N -0.9312 -2.9425 3.8060 -2.1199 0.2077 -3.7669
S -1.1932 -3.1321 2.1420 -5.5555 -1.5081 -2.7895
O -0.4956 -4.1355 1.3606 0.0286 1.4341 2.1570
O -1.6794 -1.9871 1.3645 1.5575 -0.5077 2.0838
F -2.6333 -3.8586 2.4549 1.0513 0.4346 -0.2556
S 0.5689 -3.0320 3.7443 6.8856 -1.7828 3.8901
O 1.3048 -1.9998 3.0581 -0.3013 -0.2107 -1.3385
O 1.1820 -4.3599 3.9047 -1.2266 2.4439 -0.9347
F 0.8189 -2.4165 5.2145 -0.2241 0.0452 1.3977
N 2.8115 3.2097 1.8913 2.0973 0.4466 -2.0536
S 2.4708 4.6738 1.4133 -5.8787 5.4642 -1.3359
O 1.5437 4.8195 0.2494 3.1646 -0.9403 2.2144
O 3.4799 5.6991 1.6444 -1.3841 -1.6906 -0.3718
F 1.3598 4.9356 2.5430 0.2442 -0.0927 1.0266
S 4.1116 3.1467 0.8660 2.5102 -5.1425 -1.1672
O 5.2826 3.8066 1.3208 -0.0304 0.0306 0.0772
O 3.8769 3.0029 -0.5637 -0.2781 0.6549 2.3336
F 4.4608 1.5420 1.2907 -0.3242 1.0927 -0.1147
N -2.6186 6.2013 -3.2027 -3.3014 0.4909 -0.8861
S -2.1089 5.1632 -4.2205 3.1438 -2.0991 -1.5434
O -1.5168 5.7077 -5.4429 -1.1703 -1.4496 1.9434
O -2.9131 3.9418 -4.2346 0.6830 0.9047 -0.6645
F -0.8092 4.7001 -3.3337 -0.5381 0.2304 -0.5865
S -4.1322 6.5812 -3.8746 0.2506 3.6591 1.7775
O -5.3145 5.9447 -3.2857 1.7956 -0.0043 -1.0888
O -4.1075 7.1396 -5.2006 -0.4215 -2.4767 -0.2052
F -4.0921 7.9883 -3.1626 -0.6506 0.3729 1.5014
```
Forces are in eV/Å.

Values from the calculation:
- orbital gap (spin up / spin down) (eV) = 6.51 / 3.00
- net charge = +1
- total energy (eV) = -279062.866
- HOMO level (spin up / spin down) (eV) = -9.726 / -9.726
- multiplicity = 2
- lowest unoccupied orbital energy (spin up / spin down) (eV) = -3.219 / -6.730
- expectation value of S² = 0.76